Entry 1:
Below is 2 unconnected molecules or ions with the total composition CH3NS2, with properties calculated with the ωB97M-V functional and the def2-TZVPD basis.

Values from the calculation:
Gap between HOMO and LUMO (spin up / spin down)   8.5558 / 8.5565 eV
LUMO (spin up / spin down)   -0.01118 / -0.01117 Ha
ΔE to the lowest compared entry with this formula, charge and spin   282.3 kJ/mol
HOMO energy (spin up / spin down)   -8.860 / -8.861 eV

Structure (XYZ):
```
7
Properties=species:S:1:pos:R:3:lowdin_charge:R:1
S -0.01 1.67 -0.05 0.74
C 0.55 0.05 0.05 -1.21
H 1.07 2.42 -0.21 -0.13
N -1.16 -1.03 0.43 -0.03
H -1.59 -0.40 -0.28 -0.03
S 1.90 -0.73 -0.12 0.65
H -0.76 -1.97 0.18 0.01
```


Entry 2:
Below is CH3NS2 in the gas phase, with properties calculated with the ωB97M-V functional and the def2-TZVPD basis.

Values from the calculation:
Gap between HOMO and LUMO (spin up / spin down)   7.1018 / 7.1073 eV
LUMO (spin up / spin down)   -0.07168 / -0.07153 Ha
SMILES   C[N+](=S)[S-]
ΔE to the lowest compared entry with this formula, charge and spin   202.9 kJ/mol
HOMO energy (spin up / spin down)   -9.052 / -9.054 eV

Structure (XYZ):
```
7
Properties=species:S:1:pos:R:3:lowdin_charge:R:1
C 0.00 0.16 0.62 -0.29
H -0.06 -0.69 1.26 0.07
N -0.04 -0.23 -0.76 -1.18
H 1.03 0.61 0.80 0.07
S 1.44 -0.22 -1.46 0.65
S -1.58 -0.42 -1.38 0.60
H -0.79 0.80 0.93 0.06
```


Entry 3:
Below is CH3NSi in the gas phase, with properties calculated with the ωB97M-V functional and the def2-TZVPD basis.

Values from the calculation:
Gap between HOMO and LUMO   11.7913 eV
LUMO   0.00384 Ha
SMILES   N#C[SiH3]
ΔE to the lowest compared entry with this formula, charge and spin   69.1 kJ/mol
HOMO energy   -11.687 eV

Structure (XYZ):
```
6
Properties=species:S:1:pos:R:3:lowdin_charge:R:1
H -1.58 0.40 -0.61 -0.06
C 0.40 -1.22 -0.18 -0.43
Si -0.21 0.53 0.15 0.56
H -0.51 1.29 1.50 -0.07
H 1.04 1.32 -0.54 -0.04
N 0.85 -2.33 -0.33 0.05
```


Entry 4:
Below is 2 unconnected molecules or ions with the total composition CH3O2S, with properties calculated with the ωB97M-V functional and the def2-TZVPD basis.

Values from the calculation:
Gap between HOMO and LUMO   7.5551 eV
LUMO   0.15158 Ha
Net charge   -1
ΔE to the lowest compared entry with this formula, charge and spin   6.4 kJ/mol
HOMO energy   -3.430 eV

Structure (XYZ):
```
7
Properties=species:S:1:pos:R:3:lowdin_charge:R:1
S -2.27 0.09 0.73 -0.13
O 0.64 -0.88 0.50 -0.01
H 0.67 0.77 -0.66 0.12
H -0.37 -0.77 0.41 -0.09
C 1.30 0.00 -0.20 -0.48
H -2.46 0.84 -0.39 -0.42
O 2.49 -0.05 -0.39 0.00
```


Entry 5:
Below is 2 unconnected molecules or ions with the total composition CH3O2S, with properties calculated with the ωB97M-V functional and the def2-TZVPD basis.

Values from the calculation:
Gap between HOMO and LUMO   8.0493 eV
LUMO   0.15397 Ha
Net charge   -1
ΔE to the lowest compared entry with this formula, charge and spin   81.6 kJ/mol
HOMO energy   -3.860 eV

Structure (XYZ):
```
7
Properties=species:S:1:pos:R:3:lowdin_charge:R:1
H 0.84 2.51 -1.15 -0.35
H 1.48 -1.33 0.15 0.14
C 0.49 -1.46 0.80 -0.46
O 0.43 -1.95 1.99 -0.09
O -0.38 -0.70 0.23 -0.10
H -0.15 0.19 -0.40 -0.12
S -0.34 1.78 -1.32 -0.03
```


Entry 6:
Below is a molecular structure, CH3O2S, with properties calculated with the ωB97M-V functional and the def2-TZVPD basis.

Values from the calculation:
Gap between HOMO and LUMO (spin up / spin down)   9.8050 / 5.3240 eV
LUMO (spin up / spin down)   0.00208 / -0.16185 Ha
ΔE to the lowest compared entry with this formula, charge and spin   68.8 kJ/mol
⟨S²⟩   0.7529
Multiplicity   2
HOMO energy (spin up / spin down)   -9.749 / -9.728 eV

Structure (XYZ):
```
7
Properties=species:S:1:pos:R:3:lowdin_charge:R:1
H 2.32 -1.34 1.12 -0.16
S 1.89 -0.84 -0.06 0.75
O -2.27 1.17 -0.44 0.04
H -0.39 0.95 -1.11 0.12
C -1.17 0.68 -0.36 -0.52
O -0.76 -0.16 0.54 -0.09
H 0.37 -0.47 0.30 -0.14
```


Entry 7:
Below is a gas-phase ion, CH3O2Si (charge -1), with properties calculated with the ωB97M-V functional and the def2-TZVPD basis.

Values from the calculation:
Gap between HOMO and LUMO (spin up / spin down)   3.9820 / 6.9412 eV
LUMO (spin up / spin down)   0.16265 / 0.10598 Ha
Net charge   -1
ΔE to the lowest compared entry with this formula, charge and spin   27.6 kJ/mol
⟨S²⟩   2.0099
Multiplicity   3
HOMO energy (spin up / spin down)   0.444 / -4.057 eV

Structure (XYZ):
```
7
Properties=species:S:1:pos:R:3:lowdin_charge:R:1
H 0.77 -1.11 -1.38 -0.11
C -0.99 -0.09 0.64 -0.87
O -0.79 0.50 1.85 -0.12
H 0.62 1.22 -1.28 -0.14
H 1.83 0.06 0.38 -0.12
Si 0.60 0.01 -0.43 0.52
O -2.03 -0.59 0.22 -0.16
```


Entry 8:
Below is 2 unconnected molecules or ions with the total composition CH3O3, with properties calculated with the ωB97M-V functional and the def2-TZVPD basis.

Values from the calculation:
Gap between HOMO and LUMO   8.2229 eV
LUMO   0.16051 Ha
Net charge   -1
ΔE to the lowest compared entry with this formula, charge and spin   50.6 kJ/mol
HOMO energy   -3.855 eV

Structure (XYZ):
```
7
Properties=species:S:1:pos:R:3:lowdin_charge:R:1
H -2.35 -1.43 -0.78 0.02
H -3.32 -2.63 -0.56 0.03
H -0.14 0.13 2.06 0.08
O -2.71 -2.23 -1.22 -0.11
O -1.89 0.40 1.05 -0.21
O 0.00 0.00 0.00 -0.13
C -0.62 0.16 1.05 -0.68
```


Entry 9:
Below is a gas-phase ion, CH3O3 (charge +1), with properties calculated with the ωB97M-V functional and the def2-TZVPD basis.

Values from the calculation:
Gap between HOMO and LUMO (spin up / spin down)   8.8109 / 8.7883 eV
LUMO (spin up / spin down)   -0.36346 / -0.36408 Ha
Net charge   +1
ΔE to the lowest compared entry with this formula, charge and spin   493.5 kJ/mol
HOMO energy (spin up / spin down)   -18.701 / -18.695 eV

Structure (XYZ):
```
7
Properties=species:S:1:pos:R:3:lowdin_charge:R:1
C -0.13 -0.18 -0.19 0.06
H -0.38 -1.23 0.08 0.15
H -0.83 0.55 0.20 0.13
H 0.89 -0.07 0.22 0.15
O 0.10 -0.31 -1.57 0.05
O -1.04 1.24 -2.70 0.31
O -0.29 0.32 -2.68 0.16
```


Entry 10:
Below is 2 unconnected molecules or ions with the total composition CH3O3PS, with properties calculated with the ωB97M-V functional and the def2-TZVPD basis.

Values from the calculation:
Gap between HOMO and LUMO   8.9391 eV
LUMO   -0.01060 Ha
SMILES   O=S1#[PH]O1.C=O
ΔE to the lowest compared entry with this formula, charge and spin   352.7 kJ/mol
HOMO energy   -9.227 eV

Structure (XYZ):
```
9
Properties=species:S:1:pos:R:3:lowdin_charge:R:1
P -1.97 1.52 0.66 0.69
O -2.24 -1.54 1.00 -0.51
H 3.17 -0.55 -0.80 0.10
S -1.31 -0.57 0.49 0.75
H 1.32 -0.24 -1.29 0.07
O -2.04 0.52 -0.61 -0.79
C 2.07 -0.48 -0.53 -0.15
O 1.54 -0.67 0.52 -0.08
H -0.54 2.00 0.57 -0.10
```


Entry 11:
Below is CH3O3PS in the gas phase, with properties calculated with the ωB97M-V functional and the def2-TZVPD basis.

Values from the calculation:
Gap between HOMO and LUMO   7.6073 eV
LUMO   -0.06991 Ha
SMILES   CS(=O)(=O)P=O
ΔE to the lowest compared entry with this formula, charge and spin   200.8 kJ/mol
HOMO energy   -9.510 eV

Structure (XYZ):
```
9
Properties=species:S:1:pos:R:3:lowdin_charge:R:1
S 0.89 1.21 -1.20 0.40
P 2.46 -0.06 -2.35 0.87
H 0.77 -0.41 0.56 0.05
O -0.08 1.69 -2.16 -0.39
H -0.54 -0.63 -0.64 0.05
H -0.63 0.69 0.56 0.06
O 1.63 2.17 -0.40 -0.39
O 3.09 0.90 -3.23 -0.48
C 0.02 0.08 -0.05 -0.18
```


Entry 12:
Below is a gas-phase ion, CH3O3S (charge -1), with properties calculated with the ωB97M-V functional and the def2-TZVPD basis.

Values from the calculation:
Gap between HOMO and LUMO (spin up / spin down)   7.0015 / 7.0009 eV
LUMO (spin up / spin down)   0.14124 / 0.14125 Ha
Net charge   -1
SMILES   O=[S@@H]([O-])=CO
ΔE to the lowest compared entry with this formula, charge and spin   378.5 kJ/mol
HOMO energy (spin up / spin down)   -3.158 / -3.157 eV

Structure (XYZ):
```
8
Properties=species:S:1:pos:R:3:lowdin_charge:R:1
O 1.68 -1.48 -1.15 -0.52
H 2.38 0.32 -0.04 0.04
O 0.62 0.71 -1.78 -0.51
O -1.46 0.30 -0.07 -0.22
H -1.29 0.73 -0.87 -0.02
H -0.40 -1.15 0.90 -0.01
S 1.03 -0.28 -0.71 0.53
C -0.60 -0.89 -0.11 -0.29
```


Entry 13:
Below is 2 unconnected molecules or ions with the total composition CH3O3S2, with properties calculated with the ωB97M-V functional and the def2-TZVPD basis.

Values from the calculation:
Gap between HOMO and LUMO (spin up / spin down)   7.8181 / 3.1965 eV
LUMO (spin up / spin down)   0.11021 / 0.06276 Ha
Net charge   -1
ΔE to the lowest compared entry with this formula, charge and spin   234.3 kJ/mol
HOMO energy (spin up / spin down)   -4.819 / -1.489 eV

Structure (XYZ):
```
9
Properties=species:S:1:pos:R:3:lowdin_charge:R:1
O -2.43 1.46 2.41 -0.69
H -0.51 -0.82 -1.49 0.03
S 1.51 -1.56 -1.52 0.80
H 0.74 0.56 -1.32 0.06
O -0.19 1.47 3.43 -0.69
C 0.30 -0.37 -0.92 -0.33
O 1.46 -1.35 -2.99 -0.61
H 0.11 -0.44 0.09 -0.04
S -1.00 1.06 2.29 0.47
```


Entry 14:
Below is a gas-phase ion, CH3O4 (charge +1), with properties calculated with the ωB97M-V functional and the def2-TZVPD basis.

Values from the calculation:
Gap between HOMO and LUMO (spin up / spin down)   8.4529 / 7.1295 eV
LUMO (spin up / spin down)   -0.32794 / -0.37332 Ha
Net charge   +1
ΔE to the lowest compared entry with this formula, charge and spin   651.0 kJ/mol
HOMO energy (spin up / spin down)   -17.377 / -17.288 eV

Structure (XYZ):
```
8
Properties=species:S:1:pos:R:3:lowdin_charge:R:1
O -0.69 -0.23 0.11 0.13
H 0.72 0.82 -0.77 0.15
O 1.31 0.52 1.07 0.08
O -2.68 -0.34 -0.88 0.31
H 1.18 -0.14 1.91 0.24
H 1.05 -0.86 -0.49 0.16
O -1.65 0.17 -0.92 0.14
C 0.75 0.06 -0.03 -0.22
```


Entry 15:
Below is 2 unconnected molecules or ions with the total composition CH3O5S, with properties calculated with the ωB97M-V functional and the def2-TZVPD basis.

Values from the calculation:
Gap between HOMO and LUMO   9.0457 eV
LUMO   0.14961 Ha
Net charge   -1
ΔE to the lowest compared entry with this formula, charge and spin   35.5 kJ/mol
HOMO energy   -4.975 eV

Structure (XYZ):
```
10
Properties=species:S:1:pos:R:3:lowdin_charge:R:1
O -0.97 -0.78 -1.26 -0.28
O 1.18 0.99 0.47 -0.13
H 2.20 -0.20 1.40 0.09
H -0.23 1.67 -0.13 0.05
S -1.25 -0.18 0.15 0.81
O -1.24 1.45 -0.22 -0.34
C 1.59 -0.17 0.52 -0.68
O -2.66 -0.39 0.54 -0.48
O 1.47 -1.16 -0.19 -0.10
H -0.10 -1.23 -1.28 0.05
```


Entry 16:
Below is a molecular structure, CH3OP, with properties calculated with the ωB97M-V functional and the def2-TZVPD basis.

Values from the calculation:
Gap between HOMO and LUMO (spin up / spin down)   7.8429 / 7.8423 eV
LUMO (spin up / spin down)   -0.05098 / -0.05098 Ha
ΔE to the lowest compared entry with this formula, charge and spin   425.8 kJ/mol
HOMO energy (spin up / spin down)   -9.230 / -9.229 eV

Structure (XYZ):
```
6
Properties=species:S:1:pos:R:3:lowdin_charge:R:1
H 1.57 -0.31 -0.25 -0.13
H 1.46 1.45 -0.14 -0.10
C 1.34 0.52 0.37 -0.08
P -0.92 -0.15 0.05 0.86
O -2.39 0.14 0.21 -0.52
H -1.06 -1.65 -0.23 -0.03
```


Entry 17:
Below is 2 unconnected molecules or ions with the total composition CH3OPS, with properties calculated with the ωB97M-V functional and the def2-TZVPD basis.

Values from the calculation:
Gap between HOMO and LUMO (spin up / spin down)   7.4453 / 6.9166 eV
LUMO (spin up / spin down)   -0.01888 / -0.02471 Ha
ΔE to the lowest compared entry with this formula, charge and spin   326.2 kJ/mol
HOMO energy (spin up / spin down)   -7.959 / -7.589 eV

Structure (XYZ):
```
7
Properties=species:S:1:pos:R:3:lowdin_charge:R:1
O 0.74 1.27 -0.24 -0.54
P -0.82 0.78 0.10 0.79
H -0.30 0.45 1.36 -0.14
C 0.40 -1.74 -0.26 -0.73
H 1.03 1.49 -1.11 0.02
H 0.29 -2.56 0.52 -0.02
S 1.72 -1.74 -1.04 0.62
```


Entry 18:
Below is 2 unconnected molecules or ions with the total composition CH3OS2, with properties calculated with the ωB97M-V functional and the def2-TZVPD basis.

Values from the calculation:
Gap between HOMO and LUMO (spin up / spin down)   7.7412 / 5.2768 eV
LUMO (spin up / spin down)   0.14409 / 0.11454 Ha
Net charge   -1
ΔE to the lowest compared entry with this formula, charge and spin   163.9 kJ/mol
HOMO energy (spin up / spin down)   -3.820 / -2.160 eV

Structure (XYZ):
```
7
Properties=species:S:1:pos:R:3:lowdin_charge:R:1
H 0.52 0.23 -1.01 -0.08
S 0.27 0.37 1.99 0.07
H -0.76 0.86 -2.03 -0.01
C -0.13 -0.04 -1.78 0.07
O 1.64 -0.04 2.39 -0.79
S -1.23 -0.57 2.91 -0.23
H -0.31 -0.82 -2.47 -0.04
```


Entry 19:
Below is CH3PS4 in the gas phase, with properties calculated with the ωB97M-V functional and the def2-TZVPD basis.

Values from the calculation:
Gap between HOMO and LUMO   7.6159 eV
LUMO   -0.02053 Ha
SMILES   SSP1CSS1
ΔE to the lowest compared entry with this formula, charge and spin   99.0 kJ/mol
HOMO energy   -8.175 eV

Structure (XYZ):
```
9
Properties=species:S:1:pos:R:3:lowdin_charge:R:1
S -0.85 1.88 -1.26 0.09
H -1.66 -1.57 -0.60 0.02
S -1.61 0.25 -2.39 0.35
S 1.61 0.40 0.81 0.00
C -0.96 -0.80 -1.00 -0.83
S 1.69 1.67 2.45 0.24
P -0.53 0.51 0.35 0.26
H 0.02 -1.46 -1.33 0.09
H 1.12 2.65 1.76 -0.22
```


Entry 20:
Below is 2 unconnected molecules or ions with the total composition CH4BClS, with properties calculated with the ωB97M-V functional and the def2-TZVPD basis.

Values from the calculation:
Gap between HOMO and LUMO   8.4095 eV
LUMO   -0.02023 Ha
SMILES   BCl.C=S
ΔE to the lowest compared entry with this formula, charge and spin   143.0 kJ/mol
HOMO energy   -8.960 eV

Structure (XYZ):
```
8
Properties=species:S:1:pos:R:3:lowdin_charge:R:1
H -1.29 1.14 -0.74 0.01
S -2.30 -0.57 0.48 0.56
B 1.81 -0.08 0.94 -0.55
H 1.36 -1.09 1.29 -0.04
H 1.16 0.98 1.05 0.00
H -1.99 -0.46 -1.85 0.03
Cl 3.06 -0.06 -0.28 0.56
C -1.82 0.15 -0.90 -0.57
```


Number 1: energy -890.92079 hartree, strongest force on any atom 4.6 eV Å⁻¹. Number 2: energy -890.95104 hartree, strongest force on any atom 3.0 eV Å⁻¹. Number 3: energy -384.09005 hartree, strongest force on any atom 5.7 eV Å⁻¹. Number 4: energy -588.64014 hartree, strongest force on any atom 0.8 eV Å⁻¹. Number 5: energy -588.61148 hartree, strongest force on any atom 4.9 eV Å⁻¹. Number 6: energy -588.47983 hartree, strongest force on any atom 4.1 eV Å⁻¹. Number 7: energy -479.75878 hartree, strongest force on any atom 2.8 eV Å⁻¹. Number 8: energy -265.67857 hartree, strongest force on any atom 3.6 eV Å⁻¹. Number 9: energy -264.98955 hartree, strongest force on any atom 2.3 eV Å⁻¹. Number 10: energy -1005.06383 hartree, strongest force on any atom 2.5 eV Å⁻¹. Number 11: energy -1005.12171 hartree, strongest force on any atom 1.6 eV Å⁻¹. Number 12: energy -663.72719 hartree, strongest force on any atom 3.4 eV Å⁻¹. Number 13: energy -1061.98081 hartree, strongest force on any atom 3.3 eV Å⁻¹. Number 14: energy -340.22796 hartree, strongest force on any atom 4.3 eV Å⁻¹. Number 15: energy -814.35891 hartree, strongest force on any atom 3.6 eV Å⁻¹. Number 16: energy -456.31426 hartree, strongest force on any atom 3.2 eV Å⁻¹. Number 17: energy -854.54898 hartree, strongest force on any atom 2.5 eV Å⁻¹. Number 18: energy -911.46901 hartree, strongest force on any atom 4.0 eV Å⁻¹. Number 19: energy -1973.98560 hartree, strongest force on any atom 3.2 eV Å⁻¹. Number 20: energy -923.67544 hartree, strongest force on any atom 2.6 eV Å⁻¹.